Record 1
The following is a quantum chemistry calculation of a cluster of 4 separate species, C28H48BrNO11 in total, from the OMol25 dataset.

Summary:
**Total charge**: 0
**Calculated total energy**: -123863.4152 eV

Positions of all 89 atoms, in Å:
N: -4.2785 0.7297 1.9160
C: -2.9731 0.3536 1.7334
C: -2.4515 -0.8756 1.8839
C: -1.0225 -1.0923 1.6755
O: -0.5599 -2.1344 1.2800
C: -0.1484 0.0810 1.9705
C: 1.1610 -0.0710 2.3989
C: 1.9074 1.0753 2.6570
Br: 3.7091 0.8787 3.2324
C: 1.3907 2.3567 2.5087
C: 0.0796 2.4995 2.0623
C: -0.6747 1.3593 1.7987
C: -2.0630 1.4631 1.3089
O: -2.4458 2.3302 0.5665
H: -4.5682 1.4592 1.2771
H: -4.9289 -0.0415 1.9453
H: -3.0581 -1.7303 2.1445
H: 1.5940 -1.0516 2.5209
H: 1.9839 3.2315 2.7141
H: -0.3738 3.4657 1.9114
C: 0.4734 -5.9634 8.3434
O: 0.5609 -6.2413 6.9624
C: -0.6311 -6.6854 6.3458
C: -1.0693 -5.8454 5.1590
O: -1.4017 -4.4924 5.4136
C: -0.3992 -3.5700 5.8017
C: 0.6620 -3.2274 4.7715
O: 1.4797 -4.3172 4.3933
C: 1.5272 -4.5925 3.0063
H: 0.7849 -6.8316 8.9327
H: 1.1503 -5.1373 8.5678
H: -0.5374 -5.6698 8.6397
H: -1.4491 -6.7412 7.0723
H: -0.4575 -7.7020 5.9720
H: -2.0009 -6.2938 4.8026
H: -0.3604 -5.9282 4.3332
H: 0.0526 -3.8544 6.7537
H: -0.9447 -2.6407 5.9906
H: 1.3115 -2.4671 5.2257
H: 0.1860 -2.7746 3.8947
H: 0.6492 -4.2103 2.4802
H: 1.5682 -5.6750 2.8693
H: 2.4286 -4.1567 2.5644
C: -1.2219 3.1114 -2.0618
O: -1.2322 3.5190 -3.4167
C: -2.5058 3.5961 -4.0216
C: -2.8285 4.9547 -4.6183
O: -2.8998 6.0504 -3.7241
C: -1.7341 6.5170 -3.0687
C: -0.6623 7.1589 -3.9315
O: -0.0715 6.2804 -4.8699
C: -0.1070 6.6955 -6.2188
H: -1.0426 2.0338 -1.9882
H: -0.4005 3.6278 -1.5598
H: -2.1474 3.3605 -1.5491
H: -3.2926 3.3155 -3.3126
H: -2.5337 2.8697 -4.8438
H: -3.8385 4.8707 -5.0295
H: -2.1768 5.1783 -5.4651
H: -1.3101 5.7463 -2.4225
H: -2.0948 7.3066 -2.4034
H: 0.1293 7.5006 -3.2530
H: -1.0735 8.0435 -4.4288
H: -0.9128 7.4090 -6.4098
H: -0.2731 5.8158 -6.8439
H: 0.8477 7.1462 -6.5067
C: 0.2194 -2.8587 -2.0678
O: 0.4328 -1.8478 -3.0334
C: 0.2400 -0.5230 -2.5823
C: 1.4368 0.3900 -2.7810
O: 2.6305 0.0555 -2.0946
C: 3.3472 -1.1169 -2.4359
C: 4.0021 -1.1540 -3.8051
O: 3.0886 -1.1096 -4.8844
C: 3.2909 -0.0794 -5.8286
H: -0.8013 -3.2477 -2.1368
H: 0.9117 -3.6769 -2.2748
H: 0.3995 -2.5028 -1.0501
H: -0.0512 -0.5128 -1.5246
H: -0.5904 -0.0891 -3.1545
H: 1.1471 1.3602 -2.3695
H: 1.6328 0.5670 -3.8398
H: 2.7464 -2.0117 -2.2618
H: 4.1659 -1.1554 -1.7115
H: 4.5483 -2.1033 -3.8714
H: 4.7370 -0.3458 -3.8810
H: 3.8452 0.7632 -5.4072
H: 2.3141 0.2830 -6.1550
H: 3.8265 -0.4609 -6.7034



Record 2
The following is a quantum chemistry calculation of a structure of composition C28H48F3IO18Si2, from the OMol25 dataset.

Summary:
**Total charge**: 0
**Calculated total energy**: -98680.4162 eV

Positions of all 100 atoms, in Å:
C: 1.1744 0.9224 -3.2940
C: 0.1108 -0.2673 -3.2593
C: -1.1210 0.1471 -2.3520
C: 0.7435 -1.6834 -2.9313
C: 0.1833 -2.8639 -3.8687
C: 0.7043 -2.0989 -1.4097
O: 1.8513 -1.4927 -0.7608
Si: 1.6612 -1.3232 0.9288
C: 0.3695 -2.4654 1.7211
C: -0.8406 -1.7301 2.4477
C: -2.0757 -1.4770 1.4710
I: -3.0423 -3.3827 0.9408
O: 3.1845 -1.7525 1.6392
Si: 4.5157 -1.1776 0.6941
C: 5.5780 -0.0812 1.8850
C: 5.5100 1.4176 1.3462
C: 6.2166 1.5720 -0.0612
O: 7.4272 0.7623 -0.0206
C: 1.3337 0.5713 1.2473
F: 0.0144 0.9565 1.0506
F: 1.8301 0.9278 2.4956
F: 2.0739 1.3408 0.3251
H: 1.9647 0.7750 -4.0998
H: 1.6146 1.1651 -2.2860
H: 0.5885 1.8336 -3.6343
H: -0.2895 -0.3351 -4.3224
H: -0.8561 0.1450 -1.2417
H: -1.9285 -0.6274 -2.4919
H: -1.4829 1.2129 -2.5797
H: 1.8473 -1.6078 -3.2075
H: 0.8215 -3.7883 -3.7230
H: -0.9051 -3.0279 -3.6398
H: 0.3076 -2.5157 -4.9390
H: 0.8781 -3.2279 -1.3815
H: -0.2823 -1.9265 -0.8957
H: -0.0543 -3.2228 0.9856
H: 0.8909 -3.0931 2.5152
H: -0.5241 -0.7280 2.8829
H: -1.1741 -2.3505 3.3243
H: -2.8235 -0.8392 2.0227
H: -1.7387 -0.9116 0.5495
H: 4.1102 -0.3279 -0.4245
H: 5.3539 -2.2909 0.2357
H: 6.6180 -0.4799 2.0359
H: 5.0812 -0.0702 2.9113
H: 6.0206 2.0785 2.1029
H: 4.4205 1.7370 1.3258
H: 5.5715 1.2492 -0.9285
H: 6.5219 2.6446 -0.2398
H: 8.1476 1.3323 -0.3259
C: -5.2482 -2.6359 -3.3282
C: -5.7634 -2.3614 -4.7115
O: -4.7980 -1.4559 -5.2364
C: -3.6438 -1.6524 -4.5466
O: -2.5924 -1.1756 -4.8412
O: -3.8422 -2.4644 -3.4747
H: -5.4833 -3.6436 -2.9862
H: -5.6175 -1.9165 -2.5926
H: -5.7837 -3.2583 -5.3369
H: -6.7560 -1.9112 -4.7060
C: -0.0561 -1.4778 6.6052
C: -0.2267 -2.4640 7.7237
O: -1.4638 -3.0935 7.4058
C: -1.6561 -2.9530 6.0690
O: -2.5099 -3.5078 5.4498
O: -0.7482 -2.0988 5.5256
H: 0.9904 -1.3105 6.3507
H: -0.5276 -0.5150 6.8196
H: 0.5618 -3.2213 7.7387
H: -0.2745 -1.9837 8.7008
C: -6.5692 -2.2790 4.4204
C: -6.3487 -3.6778 3.9264
O: -7.2930 -3.7961 2.8670
C: -7.5625 -2.5390 2.4267
O: -8.1850 -2.2903 1.4409
O: -7.0292 -1.6014 3.2553
H: -5.6563 -1.8217 4.8020
H: -7.3431 -2.2233 5.1912
H: -5.3440 -3.8250 3.5224
H: -6.5335 -4.4261 4.6971
C: 3.1743 4.8488 1.0681
C: 2.7029 5.0811 -0.3374
O: 3.6778 5.9825 -0.8535
C: 4.8107 5.8157 -0.1201
O: 5.8665 6.2952 -0.3956
O: 4.5841 5.0304 0.9661
H: 2.9366 3.8474 1.4279
H: 2.7739 5.5836 1.7721
H: 2.7116 4.1676 -0.9386
H: 1.7064 5.5209 -0.3770
C: 0.1357 5.6818 -5.4489
C: 1.0208 5.6059 -4.2387
O: 0.2521 4.8211 -3.3330
C: -0.6095 4.0760 -4.0754
O: -1.2785 3.1905 -3.6405
O: -0.6072 4.4696 -5.3753
H: 0.7020 5.7345 -6.3786
H: -0.5591 6.5252 -5.4080
H: 1.9639 5.0908 -4.4408
H: 1.2371 6.5872 -3.8164



Record 3
The following is a quantum chemistry calculation of a cluster of 3 separate species, C28H48IN2O11P2S3 in total, from the OMol25 dataset.

Summary:
**Total charge**: -1
**Calculated total energy**: -114499.4950 eV

Positions of all 95 atoms, in Å:
C: -2.4499 1.0914 -2.9206
C: -1.5620 0.0448 -2.6968
P: -1.3651 -0.8294 -1.0080
O: -2.7993 -0.1597 -0.3120
C: -2.5064 -2.1294 -1.7843
C: -1.8109 -3.4225 -2.2339
C: -2.8944 -4.5127 -2.4999
C: -2.2224 -5.9040 -2.5595
S: -1.1850 -1.8915 0.9775
C: -1.8426 -0.9045 2.3529
O: -2.0631 -3.0726 0.9252
O: 0.1753 -2.3454 1.2901
O: 0.0742 -1.6315 -1.3852
C: 1.1393 -0.7183 -1.5072
C: 2.4967 -1.4280 -1.3486
C: 2.6230 -2.4178 -2.4845
N: 2.9202 -2.1368 -3.6859
C: 0.9102 0.5567 -0.6502
C: 1.3510 1.9344 -1.2391
C: 2.3386 1.9582 -2.4287
C: 3.7623 2.3500 -2.0679
O: 4.0232 3.1135 -1.1770
N: 4.8454 1.8358 -2.9030
C: 5.6697 0.8659 -2.2297
C: 6.4744 1.2151 -1.1371
C: 7.2469 0.2871 -0.4575
C: 7.2331 -1.0452 -0.8643
C: 6.4761 -1.4116 -1.9690
C: 5.7081 -0.4618 -2.6399
P: 1.3831 0.4704 1.1901
O: 0.8899 1.9599 1.7644
I: 3.8493 0.5016 1.4125
O: -0.4975 0.6221 -0.4689
H: -3.3788 0.8897 -3.4634
H: -2.2463 2.1204 -2.6221
H: -0.9391 -0.3278 -3.5234
H: -2.6526 0.7689 -0.1038
H: -3.3666 -2.3130 -1.1419
H: -2.9237 -1.6757 -2.6924
H: -1.2704 -3.2611 -3.1725
H: -1.1731 -3.8490 -1.4608
H: -3.5122 -4.5108 -1.5960
H: -3.4721 -4.2990 -3.3999
H: -1.2999 -5.9356 -1.9732
H: -1.9291 -6.1372 -3.5903
H: -2.8689 -6.6986 -2.1748
H: -1.4211 -1.3108 3.2740
H: -1.6657 0.1615 2.2198
H: -2.9101 -1.1284 2.3655
H: 1.1142 -0.4801 -2.5860
H: 2.5404 -1.9034 -0.3642
H: 3.2640 -0.6476 -1.3638
H: 2.3872 -3.4573 -2.2440
H: 3.0782 -1.1237 -3.7324
H: 0.4582 2.4958 -1.5212
H: 1.8351 2.5194 -0.4473
H: 2.0111 2.7624 -3.1010
H: 2.3611 1.0567 -3.0405
H: 5.4360 2.6140 -3.1725
H: 6.4632 2.2530 -0.8178
H: 7.8275 0.6146 0.3976
H: 7.8019 -1.8032 -0.3366
H: 6.4397 -2.4363 -2.3216
H: 5.1264 -0.7678 -3.5018
H: 0.2772 2.3807 1.1440
C: 3.1808 4.5463 5.3748
C: 2.3428 3.5441 4.5710
C: 2.3360 2.2256 5.3509
S: 2.5381 2.6597 7.0814
O: 3.8027 2.1475 7.5489
O: 1.3127 2.4012 7.7964
C: 2.7047 4.4239 6.8191
H: 3.0642 5.5632 5.0011
H: 4.2385 4.2812 5.3078
H: 1.3219 3.9190 4.4720
H: 2.7353 3.3993 3.5657
H: 1.4008 1.6853 5.2277
H: 3.1716 1.5883 5.0664
H: 3.4031 4.8351 7.5447
H: 1.7197 4.8714 6.9504
C: -6.9529 -0.1300 1.2003
C: -7.2510 1.1496 0.4079
C: -7.0536 0.8235 -1.0772
S: -7.3963 -0.9316 -1.2556
O: -6.1797 -1.5919 -1.6323
O: -8.6237 -1.1122 -1.9933
C: -7.6953 -1.2507 0.4794
H: -7.2702 -0.0463 2.2393
H: -5.8786 -0.3287 1.1892
H: -8.2850 1.4561 0.5849
H: -6.6083 1.9735 0.7162
H: -7.7338 1.3829 -1.7150
H: -6.0246 0.9923 -1.3923
H: -7.3328 -2.2440 0.7336
H: -8.7707 -1.1880 0.6469



What is the total charge in the first record? 0